(1)
Formula: CHF3GaNOS2
Source: OMol25
Level of theory: the ωB97M-V functional and the def2-TZVPD basis

The geometry in XYZ format:
```
10
Properties=species:S:1:pos:R:3:forces:R:3:lowdin_charge:R:1
N -0.0909 -2.2952 -0.9769 -0.2 1.2 0.7 -0.822
S -0.5436 -2.2396 0.7403 -0.4 1.4 -1.2 0.511
S -0.8666 -1.2448 -1.8793 -2.9 -2.0 1.0 0.772
C 0.6738 1.4502 0.6374 1.1 2.4 0.6 -0.545
F 0.2415 2.4530 1.4727 -0.4 -0.2 0.2 0.011
F 1.9043 1.1273 1.1464 -1.2 -0.8 -0.4 0.060
F 0.9872 2.1442 -0.5110 -0.8 -1.3 0.5 0.053
Ga -0.9050 0.0482 0.5236 2.5 -0.9 -0.2 0.587
O -1.0538 0.2301 -1.3028 0.8 0.7 0.2 -0.638
H -2.2605 -1.4395 -1.3123 1.4 -0.6 -1.4 0.009
```
Forces are in eV/Å.

For the gap between HOMO and LUMO, the calculation gives 6.4 eV. For the relative energy (zero: lowest compared OMol25 entry of this formula, charge and spin), the calculation gives 113.5 kJ/mol. The total energy comes out at -3189.3554 Ha. The LUMO energy comes out at -2.748 eV.

(2)
Formula: C19H15NO7P2S5Sc
Source: OMol25
Level of theory: the ωB97M-V functional and the def2-TZVPD basis

The geometry in XYZ format:
```
50
Properties=species:S:1:pos:R:3:forces:R:3:lowdin_charge:R:1
Sc 12.0772 9.1564 6.9144 0.0 0.5 -0.2 0.783
C 14.7988 12.1179 4.5457 0.6 -1.3 0.3 -0.084
C 14.6050 13.2581 5.2860 0.2 1.8 -0.2 -0.103
C 13.6845 13.2873 6.3371 1.2 -1.5 -1.0 -0.041
C 13.0787 12.0641 6.6491 -0.9 1.3 0.3 -0.207
C 13.2310 10.8655 5.9213 -0.3 -0.1 1.3 -0.147
C 14.1610 10.9137 4.9149 0.3 0.8 -0.8 -0.132
C 12.0855 12.1293 7.7389 0.2 0.3 -0.2 -0.212
C 11.7213 13.3464 8.3845 -1.4 -0.2 1.7 0.022
C 10.6646 13.3012 9.2795 0.4 -0.3 -0.3 0.017
C 9.9510 12.0932 9.5238 0.5 -1.2 -0.7 -0.131
C 8.7476 11.9001 10.2094 -0.7 0.9 0.5 -0.057
C 8.1738 10.6727 10.3598 -0.4 -1.1 0.4 -0.079
C 8.7787 9.4801 9.8960 1.8 2.4 -1.0 0.030
C 9.9426 9.6548 9.1547 -1.2 -1.9 0.6 -0.199
C 10.5068 10.9184 8.9344 -0.9 1.2 0.6 -0.159
N 11.5066 11.0024 8.0769 1.3 -0.2 -0.8 0.062
H 15.5848 12.1101 3.7915 -0.3 0.0 -0.1 0.102
H 15.1864 14.1762 4.9975 -0.7 -0.9 0.4 0.112
H 13.5493 14.1769 6.9121 -0.1 0.3 0.1 0.083
H 14.3557 9.9942 4.3963 0.4 -0.2 -0.5 0.084
H 12.2278 14.3012 8.3291 0.1 -0.3 -0.5 0.103
H 10.3922 14.1727 9.8612 -0.1 0.2 -0.2 0.112
H 8.1976 12.7570 10.5906 0.2 0.0 0.0 0.111
H 7.2306 10.5590 10.8924 0.2 0.3 -0.1 0.104
H 8.4228 8.5146 10.0857 -0.7 -1.1 0.2 0.103
H 10.1095 7.8553 8.1870 -0.6 0.1 -0.1 0.073
O 10.3169 10.0256 3.6078 0.0 -0.3 0.6 -0.275
P 9.4546 9.2846 4.7933 0.1 0.1 0.6 0.712
O 10.2528 9.6817 6.1002 -0.2 -0.3 -0.6 -0.527
O 10.6225 8.5509 8.6526 0.8 0.9 0.1 -0.056
O 10.1187 7.7335 4.5613 -0.9 -0.2 -0.5 -0.397
P 10.7148 6.6831 5.5619 -0.2 2.1 0.5 0.192
O 9.6924 6.7465 6.8942 0.5 1.1 -0.4 -0.163
O 10.6503 5.3199 5.1081 0.4 -1.9 -0.6 -0.246
O 12.0195 7.3642 5.9999 0.0 -0.6 0.4 -0.360
H 11.2137 9.9333 3.9706 0.4 0.4 -0.5 0.024
H 9.7174 5.8527 7.2057 -0.3 -1.0 0.4 0.062
C 15.0229 12.1141 9.7223 0.8 0.3 -0.2 -0.398
S 16.2451 10.9112 10.2792 0.1 -0.7 0.1 0.782
C 16.3618 9.8823 8.8262 0.0 0.8 0.1 -0.986
C 15.3885 9.1834 8.2000 0.7 -0.3 0.2 -1.102
S 13.8169 8.8288 8.7929 -0.2 -0.1 0.3 0.602
S 15.9498 8.4451 6.7073 -1.5 -0.7 -0.2 0.912
C 17.4790 9.1240 6.5625 0.2 0.6 0.3 -1.567
S 18.3745 9.0439 5.1965 0.6 -0.2 -0.4 0.494
S 17.8790 10.0082 7.9733 0.5 0.4 0.2 0.884
H 14.7732 12.8088 10.5268 0.0 -0.3 0.1 0.041
H 14.1805 11.5467 9.3856 -0.7 0.0 -0.2 -0.020
H 15.4904 12.6749 8.9194 -0.3 0.1 -0.3 0.037
```
Forces are in eV/Å.

For the gap between HOMO and LUMO, the calculation gives 6.7 eV. The total energy comes out at -4749.3360 Ha. Its charge is -1. The LUMO energy comes out at 1.685 eV.

(3)
Formula: C11H14N
Source: OMol25
Level of theory: the ωB97M-V functional and the def2-TZVPD basis

The geometry in XYZ format:
```
26
Properties=species:S:1:pos:R:3:forces:R:3:lowdin_charge:R:1
C 2.6568 -1.7009 0.6057 -0.6 1.6 -1.6 -0.012
C 2.7852 -0.3318 0.8377 -1.4 0.5 2.0 -0.032
C 1.5995 -2.1654 -0.2609 2.3 0.9 0.7 -0.029
C 1.7588 0.5419 0.4167 2.3 -1.3 -0.4 -0.014
C 0.6210 -1.2825 -0.7044 1.2 -1.2 0.7 -0.003
C 0.7163 0.1050 -0.3512 -1.8 -0.2 -1.4 -0.218
C -2.3483 -0.2762 -0.4487 0.1 0.1 -1.4 0.014
C -1.5495 0.6344 -1.1326 -2.6 0.1 -0.6 -0.045
C -2.2971 -0.7408 0.9364 0.3 1.1 0.9 -0.248
C -0.2680 1.0946 -0.8165 0.5 -1.6 -0.5 -0.181
C -0.0233 2.4883 -1.1994 0.3 1.9 1.2 -0.018
N -1.0431 -0.3771 1.5833 -0.9 1.0 2.3 0.018
H 3.5668 -2.1739 0.9123 -0.2 -1.4 0.0 0.108
H 3.5291 -0.0042 1.6127 -0.5 -0.1 -1.4 0.135
H 1.8065 -3.1182 -0.7499 -0.9 -0.1 0.4 0.118
H 1.8795 1.5759 0.4590 0.2 1.6 0.7 0.103
H -0.0252 -1.8503 -1.3615 -0.7 1.2 -0.4 0.125
H -3.2404 -0.5667 -1.0036 -0.1 0.1 0.3 0.129
H -2.1107 1.2002 -1.9881 1.1 -1.3 1.5 0.168
H -3.1918 -0.2454 1.4212 0.5 0.0 -0.5 0.163
H -2.5556 -1.7726 1.1292 0.2 -0.6 -0.5 0.135
H -0.3973 3.1789 -0.3212 1.4 -1.1 -1.2 0.165
H -0.7812 2.8065 -1.8976 -0.1 -0.2 -0.6 0.078
H 0.9839 2.7275 -1.6299 -0.8 -0.1 0.9 0.123
H -0.8508 0.6155 1.3091 -0.2 -1.2 0.8 0.083
H -1.2210 -0.3628 2.6422 0.5 0.0 -2.0 0.134
```
Forces are in eV/Å.

For the gap between HOMO and LUMO (spin up / spin down), the calculation gives 7.4 / 7.4 eV. For the relative energy (zero: lowest compared OMol25 entry of this formula, charge and spin), the calculation gives 309.7 kJ/mol. The total energy comes out at -481.9492 Ha. Its charge is +1. The LUMO energy (spin up / spin down) comes out at -5.766 / -5.765 eV.

(4)
Formula: C35H52CeOP4S
Source: OMol25
Level of theory: the ωB97M-V functional and the def2-TZVPD basis

The geometry in XYZ format:
```
94
Properties=species:S:1:pos:R:3:forces:R:3:lowdin_charge:R:1
Ce 0.9301 0.8942 0.8529 -5.2 -2.2 -6.8 1.030
P 0.5343 0.7173 -2.1893 -0.5 0.1 -0.9 0.789
P 0.9873 -2.0207 -0.0231 -0.2 -0.9 0.2 0.776
P 5.6918 0.4249 -1.9694 0.0 0.1 0.0 0.787
H 4.4633 2.7384 0.9523 -0.1 -0.1 -0.1 0.157
C 3.6293 2.0840 0.6532 1.5 0.4 0.5 -0.216
C 2.9318 2.8014 -0.4936 1.2 1.3 -1.4 -0.438
H 2.2344 2.1703 -1.0772 0.2 0.3 0.1 -0.025
C -0.6911 2.0743 -1.9428 0.0 0.1 0.0 -0.227
C -0.4965 -0.4976 -3.0967 -0.1 -0.3 0.1 -0.240
C 1.4994 1.3690 -3.6152 0.3 0.0 0.2 -0.237
C 1.4903 -2.9674 1.4523 0.2 -0.1 0.1 -0.252
C -0.5305 -2.9522 -0.4751 -0.3 0.3 0.0 -0.214
C 2.1346 -2.6547 -1.2956 0.3 0.3 0.0 -0.235
C 7.4098 0.5406 -2.5629 0.2 0.0 0.2 -0.251
C 4.7683 -0.3560 -3.3302 0.1 -0.4 -0.2 -0.273
C 5.7438 -0.7974 -0.6164 0.4 -0.4 0.1 -0.282
H 4.1266 1.1783 0.2797 -0.2 0.1 0.2 0.083
H 2.4854 3.7653 -0.1971 0.0 -0.5 -0.1 0.081
H -0.5006 2.6901 -1.0466 0.0 0.0 -0.2 0.041
H -1.7035 1.6635 -1.8501 0.3 0.1 0.0 0.030
H -0.6311 2.7226 -2.8257 -0.2 0.0 0.3 0.074
H -1.4174 -0.7080 -2.5400 0.3 0.0 -0.1 0.011
H 0.0510 -1.4360 -3.2529 -0.1 0.3 -0.1 0.039
H -0.7771 -0.0864 -4.0772 0.1 -0.1 0.3 0.077
H 2.2088 2.1469 -3.2942 -0.2 -0.2 -0.2 0.015
H 0.7918 1.7854 -4.3488 0.2 -0.1 0.2 0.070
H 2.0580 0.5455 -4.0848 -0.1 0.3 0.2 0.047
H 1.7268 -3.9926 1.1501 0.0 0.1 0.2 0.070
H 0.6795 -2.9803 2.1886 0.1 0.0 -0.1 0.043
H 2.3733 -2.5082 1.9085 0.0 -0.3 0.0 0.036
H -0.2938 -4.0265 -0.5033 0.0 0.3 0.0 0.081
H -0.9037 -2.6373 -1.4583 0.1 -0.1 0.3 0.033
H -1.3165 -2.7806 0.2722 0.2 -0.1 -0.2 0.020
H 2.2289 -3.7413 -1.1731 0.0 0.2 -0.1 0.074
H 3.1197 -2.1875 -1.1801 -0.2 -0.2 -0.1 0.013
H 1.7578 -2.4335 -2.3014 0.1 0.0 0.2 0.042
H 7.9381 -0.4180 -2.4864 -0.1 0.2 -0.1 0.056
H 7.9259 1.2835 -1.9417 0.0 -0.2 -0.2 0.051
H 7.4364 0.9010 -3.5989 -0.1 -0.1 0.2 0.059
H 5.2874 -1.2373 -3.7314 -0.2 0.2 0.0 0.062
H 4.6441 0.3924 -4.1265 0.1 -0.3 0.2 0.052
H 3.7678 -0.6506 -2.9848 0.2 0.0 -0.1 0.003
H 6.4875 -1.5782 -0.8268 -0.3 0.0 0.2 0.058
H 4.7625 -1.2646 -0.4518 0.2 0.1 -0.1 0.003
H 6.0352 -0.2714 0.3057 0.0 -0.2 -0.2 0.043
C 2.8307 1.7945 1.9105 0.8 0.3 0.8 -0.309
C 2.8268 0.4748 2.4336 0.3 0.1 1.2 -0.058
C 1.7136 0.0043 3.1574 1.1 0.4 1.1 -0.080
C 0.6698 0.8964 3.4650 0.1 0.0 0.7 -0.078
C 0.7366 2.2440 3.0776 0.5 0.7 0.8 -0.054
C 1.8156 2.7089 2.3031 0.4 0.0 1.2 -0.053
S 4.3110 3.4489 -1.8088 -2.8 1.3 1.6 0.716
H 4.9701 2.3045 -1.7599 0.6 -1.2 0.0 -0.323
H 3.6415 -0.2086 2.1718 -0.3 0.2 -0.1 0.162
H 1.6742 -1.0290 3.5031 0.0 0.3 -0.1 0.144
H -0.1800 0.5270 4.0392 0.1 0.2 -0.2 0.146
H -0.0911 2.9185 3.3054 0.3 -0.2 0.1 0.157
H 1.8237 3.7237 1.8948 -0.1 -0.3 0.2 0.166
O -1.3651 0.5844 1.0181 0.9 0.1 0.6 -0.475
P -2.8449 0.1328 1.0787 -1.6 -0.1 -0.3 0.904
C -3.5788 0.3298 -0.5409 -0.1 -0.1 -0.4 -0.307
C -3.6173 -0.7242 -1.4673 -0.1 0.2 -0.1 -0.110
C -4.1424 -0.5129 -2.7446 0.1 -0.1 0.1 -0.052
C -4.6342 0.7412 -3.1101 0.1 0.0 0.1 -0.028
C -4.6028 1.7909 -2.1881 0.1 0.0 0.1 -0.041
C -4.0765 1.5922 -0.9117 0.0 -0.1 -0.1 -0.086
C -3.0323 -1.5860 1.5892 0.1 -0.3 0.6 -0.293
C -4.0901 -2.3869 1.1206 0.1 0.0 -0.1 -0.069
C -4.2105 -3.7171 1.5285 0.0 0.1 0.1 -0.030
C -3.3259 -4.2472 2.4681 0.0 0.2 -0.1 -0.031
C -2.3384 -3.4260 3.0206 0.1 0.2 0.1 -0.061
C -2.2012 -2.0998 2.6044 -0.1 -0.2 -0.3 -0.098
C -3.9041 1.0771 2.1921 0.1 0.3 0.4 -0.283
C -3.3679 1.7344 3.3088 -0.4 0.0 -0.1 -0.073
C -4.2187 2.3615 4.2244 0.1 0.0 0.0 -0.051
C -5.6051 2.3401 4.0438 0.2 -0.2 -0.2 -0.030
C -6.1462 1.6751 2.9406 0.3 -0.1 -0.1 -0.033
C -5.3035 1.0453 2.0222 0.1 0.0 0.0 -0.062
H -3.2538 -1.7155 -1.1883 -0.1 0.3 -0.2 0.098
H -4.1670 -1.3426 -3.4520 0.0 0.2 0.2 0.126
H -5.0427 0.8985 -4.1113 0.1 -0.1 0.4 0.129
H -4.9948 2.7711 -2.4579 0.1 -0.3 0.0 0.126
H -4.0450 2.4196 -0.1986 -0.1 -0.2 -0.2 0.125
H -4.8308 -1.9808 0.4315 0.3 -0.1 0.1 0.114
H -5.0087 -4.3345 1.1158 0.2 0.2 0.2 0.128
H -3.4228 -5.2867 2.7897 0.0 0.4 -0.1 0.129
H -1.6774 -3.8188 3.7941 -0.2 0.1 -0.2 0.119
H -1.4550 -1.4555 3.0760 -0.1 -0.2 -0.2 0.095
H -2.2866 1.7552 3.4563 -0.2 0.0 0.0 0.078
H -3.7965 2.8688 5.0912 -0.1 -0.1 -0.2 0.118
H -6.2651 2.8295 4.7616 0.3 -0.1 -0.2 0.128
H -7.2255 1.6420 2.7907 0.3 0.0 0.0 0.126
H -5.7444 0.5326 1.1646 0.1 0.1 0.2 0.118
```
Forces are in eV/Å.

The spin multiplicity is 2. As for the expectation value of S²: 0.752. For the gap between HOMO and LUMO (spin up / spin down), the calculation gives 4.6 / 4.7 eV. The total energy comes out at -3677.9607 Ha. Its charge is +3. The LUMO energy (spin up / spin down) comes out at -10.187 / -10.162 eV.

(5)
Formula: CaH16O8
Source: OMol25
Level of theory: the ωB97M-V functional and the def2-TZVPD basis

The geometry in XYZ format:
```
25
Properties=species:S:1:pos:R:3:forces:R:3:lowdin_charge:R:1
Ca -13.1554 1.7988 -14.3470 0.3 0.2 0.5 1.495
O -13.7322 -0.6999 -14.0320 1.7 1.7 0.7 -0.025
H -13.9800 -1.1911 -14.7654 0.3 -1.9 -2.9 0.044
H -14.5762 -0.7096 -13.6531 -2.1 0.3 2.0 0.033
O -12.9925 1.0749 -11.9447 -0.7 0.3 0.6 -0.099
H -13.0388 1.8447 -11.3586 0.2 -0.1 0.0 0.068
H -13.5087 0.4281 -11.4266 0.4 -0.1 -0.5 0.103
O -15.5691 1.7997 -13.7829 -0.4 -0.9 -0.9 -0.092
H -15.7663 2.1666 -12.9396 -0.2 0.7 1.4 0.071
H -16.4258 1.4255 -14.0447 0.3 0.0 -0.2 0.109
O -14.3025 1.4799 -16.4189 -0.1 -0.3 0.1 -0.108
H -13.9065 1.7151 -17.2572 0.2 0.2 -0.5 0.082
H -15.0178 0.8834 -16.6670 -0.1 -0.1 0.1 0.091
O -14.7657 4.1492 -14.7481 0.9 -0.6 0.4 -0.040
H -15.0032 4.9313 -15.2077 0.2 1.7 -0.6 0.058
H -15.5144 3.6171 -14.9606 -0.9 -1.0 0.0 0.016
O -10.8281 1.1275 -14.0304 1.1 -0.5 0.4 -0.137
H -10.0861 0.8428 -14.6164 -0.8 0.3 0.8 0.106
H -10.4728 1.0750 -13.1052 -0.4 0.0 -1.2 0.104
O -12.3376 3.7018 -12.9346 -0.3 -1.2 0.1 -0.098
H -12.3388 3.7264 -11.9666 0.2 0.8 -0.5 0.081
H -12.3014 4.5764 -13.3267 0.0 0.3 0.4 0.078
O -11.6765 3.2116 -15.6682 -1.2 1.3 -0.7 -0.102
H -11.1152 2.7748 -16.2777 1.6 -1.3 -0.6 0.055
H -11.9152 3.9311 -16.2876 -0.4 0.2 0.9 0.108
```
Forces are in eV/Å.

For the gap between HOMO and LUMO, the calculation gives 12.2 eV. For the relative energy (zero: lowest compared OMol25 entry of this formula, charge and spin), the calculation gives 98.9 kJ/mol. The total energy comes out at -1288.7365 Ha. Its charge is +2. The LUMO energy comes out at -6.531 eV.

(6)
Formula: C4H6S
Source: OMol25
Level of theory: the ωB97M-V functional and the def2-TZVPD basis

The geometry in XYZ format:
```
11
Properties=species:S:1:pos:R:3:forces:R:3:lowdin_charge:R:1
C -0.5275 1.1244 -0.2421 0.5 0.0 -4.1 -0.358
C 0.8777 1.1995 0.0370 -0.8 0.5 0.5 -0.472
C -1.7195 1.0969 0.3307 -1.4 0.8 -0.9 -0.059
C 1.2063 -1.5944 0.0545 2.7 1.4 -4.1 -0.332
S 1.9787 0.0636 0.2470 -0.4 -0.1 0.1 0.888
H -0.6271 1.2231 -1.4282 0.6 0.0 2.2 0.149
H -2.7033 1.3565 -0.1925 1.8 -0.8 0.6 0.082
H -1.7470 1.0434 1.3661 -0.4 -0.1 1.9 0.018
H 0.2670 -1.6041 0.4097 -3.3 0.0 1.4 -0.022
H 1.8504 -2.2788 0.5482 0.5 -0.9 -0.1 0.014
H 1.1444 -1.6301 -1.1303 0.3 -0.8 2.5 0.093
```
Forces are in eV/Å.

For the gap between HOMO and LUMO, the calculation gives 8.1 eV. For the relative energy (zero: lowest compared OMol25 entry of this formula, charge and spin), the calculation gives 323.1 kJ/mol. The total energy comes out at -554.0491 Ha. The LUMO energy comes out at 0.158 eV.

The records above give, respectively, max |F| values of 0.07058 0.06259 0.05267 0.17187 0.06804 0.09917 Eh/bohr.